The following is a DFT calculation (wB97M-V/def2-TZVPD) of a cluster of 2 separate species, C7H12N2 in total.

## Properties
molecular weight	124.19	g mol⁻¹
Kohn-Sham gap	9.10	eV
highest occupied orbital energy	-8.13	eV
2S+1	1
SMILES string	C=C=NCC(=C)N.C=C
energy relative to the best compared isomer or geometry (same formula, charge and spin)	256.4	kJ/mol

XYZ file:
```
21
C7H12N2 wB97M-V/def2-TZVPD
C -1.384 -0.566 0.331
N -1.538 0.703 0.844
C 1.650 -0.482 0.950
C -1.369 -1.669 1.076
C 1.445 0.471 1.844
H -1.825 1.418 0.197
H -1.922 0.767 1.772
H 1.697 -1.522 1.228
H -1.184 -2.634 0.642
H -1.536 -1.631 2.137
H 1.308 0.248 2.887
H 1.393 1.512 1.563
C 0.446 0.946 -1.984
C -1.186 -0.621 -1.170
C 1.553 1.489 -2.387
N -0.675 0.626 -1.656
H 1.788 -0.261 -0.093
H -2.165 -0.757 -1.639
H -0.552 -1.477 -1.427
H 1.816 1.506 -3.428
H 2.240 1.934 -1.690
```